This record from the Open Molecules 2025 dataset describes a molecular structure, C15H23CeI2OP2. The level of theory is ωB97M-V/def2-TZVPD.

The geometry in XYZ format:
```
44
Properties=species:S:1:pos:R:3:forces:R:3:mulliken_charge:R:1
I 3.59157 -0.26435 -3.98787 0.278 -1.094 1.175 0.050
I 3.43437 -2.23852 -1.91802 0.282 0.945 -1.789 0.086
Ce 1.27434 0.49414 -1.48774 -0.538 0.853 0.290 0.952
P 3.02434 0.36765 0.82667 0.548 0.449 -0.195 0.556
C 3.48886 -0.61252 2.29132 -0.334 0.009 -0.506 -1.124
C 4.61316 0.69273 -0.07644 -0.294 -0.319 0.326 -0.987
H 5.34716 1.11342 0.65113 -0.315 -0.270 -0.859 0.400
H 3.47093 2.31602 2.12536 -0.736 0.299 -0.269 0.453
H 4.40752 1.38484 -0.91557 0.326 -0.017 0.437 0.318
H 2.45613 2.71713 0.64011 0.277 0.019 0.444 0.362
H 3.83994 -1.59108 1.94581 0.128 0.176 0.262 0.357
H 4.93419 -0.26505 -0.53423 0.237 0.708 0.532 0.300
C 2.61291 2.02486 1.48684 -0.130 -0.473 -0.095 -1.151
H 4.25507 -0.06623 2.86652 -0.325 -0.364 -0.162 0.423
H 1.64379 1.93647 2.01006 0.602 0.213 0.066 0.336
H 2.56793 -0.76576 2.86168 0.262 0.026 0.179 0.336
P -0.68232 -1.20906 -2.82820 -0.036 0.283 -0.746 0.558
C -1.61895 -2.76750 -2.72785 0.467 0.254 0.261 -1.117
C -1.97019 0.08551 -3.03215 0.287 -0.306 0.353 -1.104
H 0.60659 -0.22781 -4.65321 -0.525 -0.417 -0.240 0.250
H -0.67113 -1.41152 -5.27386 0.878 0.155 0.371 0.405
H 0.93069 -1.95224 -4.47927 -0.602 0.130 -0.368 0.334
C 0.11168 -1.20888 -4.50353 -0.190 -0.106 0.382 -1.029
H -1.47952 1.05585 -3.22628 -0.365 -0.260 -0.225 0.370
H -2.60741 -0.24436 -3.87726 0.116 0.589 0.538 0.457
H -2.30957 -2.84010 -3.58388 0.258 -0.076 0.407 0.418
H -2.14327 -2.75013 -1.76845 -0.169 -0.140 -0.212 0.356
H -2.49664 0.18382 -2.06552 -0.065 -0.102 -0.620 0.269
H -0.89725 -3.59162 -2.70268 -0.295 0.010 -0.152 0.373
C 0.97025 -1.50346 -0.32414 -1.103 -3.907 2.772 0.267
O 0.81555 -2.48619 0.26691 0.375 2.617 -1.543 -0.180
C -0.40448 0.48677 0.25184 -1.442 0.333 1.238 -0.937
C -1.32242 0.61146 1.10796 1.162 0.066 -1.228 0.652
C -2.39868 0.85040 2.06657 0.126 -0.035 -0.117 0.622
C -2.18321 0.72772 3.45408 -0.261 0.067 -0.358 -0.604
C -3.23341 0.97815 4.34003 0.614 -0.222 0.309 -0.364
C -4.50726 1.33555 3.93570 0.603 -0.065 -0.525 -0.654
C -4.69210 1.46382 2.56978 -0.181 0.059 -0.652 -0.385
C -3.68527 1.23531 1.63118 0.329 -0.162 0.265 -0.603
H -1.19866 0.43155 3.81530 -0.304 0.103 0.026 0.406
H -3.04684 0.88840 5.39007 0.205 -0.103 0.441 0.391
H -5.31319 1.51625 4.64873 0.309 -0.061 -0.267 0.415
H -5.66016 1.75549 2.22010 -0.404 0.114 -0.297 0.398
H -3.87501 1.34307 0.56238 -0.056 0.022 0.350 0.370
```
Forces are in eV/Å.

Values from the calculation:
Max |F| (hartree/bohr): 0.0956
Kohn-Sham gap (alpha / beta) (eV): 4.1 / 4.1
Multiplicity: 2
Net charge: +2